C11H18ClRuTl as an isolated structure at a distorted geometry, computed with ωB97M-V/def2-TZVPD.

Geometry (Å):
1 Tl 0.0667 0.3385 -3.5921
2 Ru -0.4379 -0.1822 -0.4387
3 Cl 0.5472 -1.7890 -1.7966
4 C 0.7159 -0.2762 2.3144
5 C 0.8947 -0.9605 0.9956
6 C 1.3170 -0.8656 3.4435
7 C 1.9852 1.3129 -3.7089
8 C -0.2168 1.4684 3.6973
9 C 0.3924 0.8951 4.8140
10 C -1.2151 1.1079 -1.6337
11 C -1.0402 -1.0295 -4.8351
12 C -2.0808 -0.9083 0.3743
13 C -0.0382 0.8850 2.4309
14 C 1.1597 -0.2724 4.6908
15 H -0.8380 2.3604 3.7891
16 H 0.2685 1.3509 5.7985
17 H -2.0732 -1.9957 0.1696
18 H 2.0860 1.7358 -4.7174
19 H -2.0670 -1.0974 -4.4512
20 H -2.9683 -0.4439 -0.0854
21 H 0.7177 -2.0427 1.0644
22 H -0.9228 2.1790 -1.6367
23 H 2.0301 2.1022 -2.9475
24 H 1.8821 -1.7866 3.3036
25 H 1.8807 -0.7824 0.5416
26 H 2.7554 0.5531 -3.5201
27 H -0.5064 1.2973 1.5170
28 H 1.6337 -0.7251 5.5657
29 H -2.2657 0.9785 -1.9826
30 H -2.0890 -0.7534 1.4682
31 H -0.5467 -2.0094 -4.7690
32 H -1.0270 -0.6446 -5.8638

Values from the calculation:
DFT total energy = -1157.2796 Ha
molar mass = 491.2 g/mol
spin multiplicity = 6
ΔE to the lowest compared entry with this formula, charge and spin = 0.0 kJ/mol
HOMO level (alpha / beta) = -1.21 / -4.81 eV
frontier orbital gap (alpha / beta) = 0.1382 / 0.2671 Eh
strongest force on any atom = 3.776 eV/A
charge = -1

C42H42IrN3S4Si2 as an isolated structure at a distorted geometry, computed with ωB97M-V/def2-TZVPD.

Geometry (Å):
1 Ir -0.0353 -0.1161 0.5264
2 S -2.2726 -0.2868 0.6361
3 S -6.6036 4.0700 1.3135
4 S -5.2315 1.7295 0.0977
5 S -3.0933 0.7019 -1.8154
6 Si 0.1599 0.0382 2.7975
7 Si 0.4144 -2.3851 -0.1722
8 N 1.5675 0.4001 -1.2327
9 N -4.6946 4.0407 -0.6575
10 N -3.8129 3.2429 -1.3637
11 C -4.2367 8.1507 -1.4738
12 C 3.0030 -2.3150 1.0593
13 C 4.2550 1.3884 4.7012
14 C 1.8864 0.9927 4.8537
15 C 3.0238 0.5930 2.7916
16 C 3.0792 1.3860 5.4436
17 C -3.9720 1.9929 -1.0780
18 C -1.1672 4.1210 0.8887
19 C -3.1885 -2.5766 -0.6652
20 C -1.0407 1.3110 3.4949
21 C 5.1237 -2.7680 0.0161
22 C -0.2401 -3.8181 0.8803
23 C -0.2132 -1.5647 3.7014
24 C -4.3135 -4.3677 0.4840
25 C 4.4621 -3.0829 -1.1625
26 C -1.1161 2.7621 0.6217
27 C 4.3884 -2.3766 1.1292
28 C 3.0734 -2.9901 -1.2289
29 C 4.2244 0.9925 3.3726
30 C -5.4718 7.6613 -1.0796
31 C 3.9671 0.5163 -0.9746
32 C -3.1743 7.2686 -1.6223
33 C -3.5594 -2.4353 1.7024
34 C 0.0094 4.8566 0.8971
35 C 2.3076 -2.6140 -0.1183
36 C 1.2004 4.2174 0.6130
37 C -3.0401 -1.8880 0.5309
38 C -5.5271 3.4270 0.2213
39 C 1.2577 2.8395 0.3613
40 C 2.5916 2.2457 0.0312
41 C 2.7213 1.0768 -0.7290
42 C -4.1904 -3.6715 1.6789
43 C -4.5719 5.4449 -0.9220
44 C 5.1232 1.1303 -0.5204
45 C -3.3375 5.9196 -1.3549
46 C 5.0241 2.3130 0.1936
47 C -5.6482 6.3108 -0.8055
48 C -3.8183 -3.8118 -0.6876
49 C 0.0847 2.0566 0.3889
50 C 1.8287 0.5842 3.5153
51 C -0.0464 -2.9134 -1.9342
52 C 3.7724 2.8419 0.4716
53 H 0.0801 -4.7782 0.4552
54 H -2.1157 4.6011 1.1077
55 H 0.5611 -2.3169 3.5281
56 H -1.1682 -1.9892 3.3777
57 H 6.2049 -2.8235 0.0693
58 H -2.0581 2.2301 0.5976
59 H 3.0951 1.6879 6.4847
60 H -3.9252 -4.3431 -1.6259
61 H -1.1240 -2.9760 -2.0432
62 H -2.8264 -2.1280 -1.5767
63 H -1.3299 -3.8140 0.9208
64 H -0.6492 2.3175 3.3255
65 H 2.1076 4.8083 0.5712
66 H -0.0042 5.9206 1.1016
67 H 0.1370 -3.7567 1.9032
68 H 3.7136 3.7224 1.0969
69 H 5.9153 2.8165 0.5481
70 H 3.0221 0.2736 1.7569
71 H 5.1882 1.6965 5.1587
72 H -0.2632 -1.3680 4.7785
73 H -4.5910 -4.0873 2.5951
74 H -4.8000 -5.3353 0.4668
75 H -4.1063 9.2069 -1.6735
76 H 4.0253 -0.4168 -1.5235
77 H 6.0886 0.6836 -0.7245
78 H -2.5179 5.2264 -1.4768
79 H 5.1311 1.0004 2.7783
80 H -6.3194 8.3291 -0.9907
81 H -6.6144 5.9386 -0.5056
82 H 5.0285 -3.3963 -2.0324
83 H -1.1950 1.1768 4.5718
84 H -3.4608 -1.8814 2.6286
85 H -2.2086 7.6295 -1.9531
86 H 0.9011 1.0166 -1.6873
87 H 2.5792 -3.2257 -2.1668
88 H 0.3625 -3.9107 -2.1295
89 H 2.4443 -2.0100 1.9390
90 H 0.3230 -2.2356 -2.7139
91 H 1.8124 -0.3893 -1.8167
92 H -2.0141 1.2485 3.0023
93 H 0.9795 1.0072 5.4503
94 H 4.8928 -2.1005 2.0487

Values from the calculation:
DFT total energy = -4066.1303 Ha
molar mass = 965.5 g/mol
spin multiplicity = 2
ΔE to the lowest compared entry with this formula, charge and spin = 205.1 kJ/mol
HOMO level (alpha / beta) = -4.62 / -4.61 eV
frontier orbital gap (alpha / beta) = 0.2466 / 0.2075 Eh
strongest force on any atom = 3.010 eV/A
charge = -1

One molecule with the formula C23H26Cl2N4O5S at a distorted geometry, computed with ωB97M-V/def2-TZVPD.

Geometry (Å):
1 Cl 4.5124 1.9006 -2.8872
2 Cl -0.7210 2.5601 -3.7874
3 S 1.6690 2.6174 1.0966
4 O 2.5298 2.9293 2.2005
5 O -0.0489 -4.0687 -1.0258
6 O 2.2394 2.4495 -0.2099
7 O 3.1229 -2.8655 -2.1927
8 O -0.8976 -4.3713 -3.0814
9 N 1.1035 -1.8155 -2.0056
10 N -1.1866 -1.5895 -0.0817
11 N 0.5157 3.7928 1.0011
12 N -1.2200 -2.3990 1.9969
13 C 0.3460 0.2772 -2.8610
14 C -1.0537 -4.1358 -1.9147
15 C 0.1455 0.4699 0.4452
16 C -0.9323 3.8084 3.0329
17 C 0.1473 4.5012 2.2006
18 C 0.1395 -0.5678 3.0951
19 C -0.5057 -0.7217 0.7350
20 C -1.5850 3.5289 -0.3278
21 C 0.5990 1.5693 -3.2829
22 C 2.7076 -0.0288 -2.4736
23 C -0.1466 4.0397 -0.2536
24 C 0.7883 1.1024 1.4826
25 C 1.4106 -0.5261 -2.4508
26 C -1.5863 -2.5638 0.6896
27 C 1.9422 -2.8738 -1.9339
28 C -1.4956 -3.3007 3.0790
29 C 1.8810 2.0904 -3.3049
30 C 2.9224 1.2742 -2.8923
31 C -0.5102 -1.2253 2.0595
32 C -2.4004 -3.8699 -1.2781
33 C 1.2717 -4.1955 -1.5250
34 C 0.7977 0.6055 2.7821
35 C -2.3638 -3.7517 0.2416
36 H 0.1498 -0.9566 4.1019
37 H 1.3517 1.1523 3.5284
38 H -3.3888 -3.6675 0.6174
39 H -3.0762 -4.6691 -1.5873
40 H -1.9228 -4.6521 0.6762
41 H 2.0655 3.1037 -3.6210
42 H 0.4678 3.5412 -1.0046
43 H -0.6631 -0.1046 -2.8385
44 H 3.5327 -0.6477 -2.1648
45 H 1.8704 -4.6593 -0.7385
46 H 1.2750 -4.8419 -2.4116
47 H 0.1424 -1.9307 -1.6899
48 H 1.0587 4.5853 2.7969
49 H 0.1850 0.8820 -0.5470
50 H -0.9384 -4.2331 2.9582
51 H -2.7710 -2.9380 -1.7111
52 H -0.6092 2.8076 3.3071
53 H -2.2463 4.1371 0.2842
54 H -0.1303 5.1170 -0.4588
55 H -1.9302 3.5798 -1.3570
56 H -0.1818 5.5061 1.9195
57 H -1.6427 2.4964 0.0082
58 H -1.8670 3.7314 2.4853
59 H -1.1085 4.3794 3.9413
60 H -1.1988 -2.8346 4.0157
61 H -2.5618 -3.5304 3.1215

Values from the calculation:
DFT total energy = -2805.9142 Ha
molar mass = 541.5 g/mol
ΔE to the lowest compared entry with this formula, charge and spin = 8.8 kJ/mol
HOMO level = -8.65 eV
frontier orbital gap = 0.3252 Eh
strongest force on any atom = 1.103 eV/A
charge = 0

C2H3LuO2 as an isolated structure at a distorted geometry, computed with ωB97M-V/def2-TZVPD.

Geometry (Å):
1 Lu -0.3156 -2.6606 1.9750
2 O 0.9704 -0.7621 1.0595
3 O -0.6002 -0.3559 -0.4544
4 C 0.2035 -1.2135 0.1745
5 C -0.1419 0.9934 -0.6489
6 H -0.1882 1.5794 0.2760
7 H 0.8976 0.9941 -0.9949
8 H -0.8256 1.4252 -1.3869

Values from the calculation:
DFT total energy = -1463.1726 Ha
molar mass = 234.0 g/mol
ΔE to the lowest compared entry with this formula, charge and spin = 21.1 kJ/mol
HOMO level (alpha / beta) = -19.25 / -19.25 eV
frontier orbital gap (alpha / beta) = 0.2451 / 0.2451 Eh
strongest force on any atom = 4.489 eV/A
charge = +2